(1)
ORCA calculation (the ωB97M-V functional and the def2-TZVPD basis) on a 10-piece molecular cluster, C4H31N2O9 overall in a non-equilibrium geometry.

Structure (XYZ):
```
46
Properties=species:S:1:pos:R:3:mulliken_charge:R:1
C -1.378 1.705 2.712 -1.34
C -0.424 0.527 2.306 0.08
C 0.818 1.144 1.695 -0.37
C 1.876 -0.053 1.415 -0.96
N 1.778 -0.165 -0.092 -0.52
N -1.149 -0.175 1.227 0.32
H -1.667 2.420 1.940 0.19
H -2.343 1.222 2.877 0.41
H -1.095 2.384 3.515 0.40
H -0.239 -0.055 3.210 0.30
H 1.432 1.800 2.348 0.60
H 0.641 1.703 0.771 0.22
H 2.857 0.425 1.613 0.36
H 1.491 -0.905 1.924 0.40
H 2.650 0.274 -0.347 0.15
H 1.789 -1.141 -0.436 0.22
H -2.171 -0.282 1.372 0.38
H -0.963 0.227 0.294 -0.19
H -0.813 -1.141 1.240 0.26
H 2.690 3.608 0.682 0.30
H 3.467 2.604 -0.166 0.30
O 3.120 2.748 0.722 -0.59
H -2.405 2.568 -1.056 0.28
H -1.526 3.290 -0.092 0.28
O -1.868 2.404 -0.263 -0.58
H -2.714 -0.828 -2.044 0.33
H -1.203 -0.697 -1.940 0.32
O -1.990 -0.953 -1.416 -0.64
H 0.492 0.252 -1.386 0.48
H 1.017 -0.091 -2.856 0.36
O 0.409 0.526 -2.321 -0.71
H 0.294 -4.258 0.271 0.30
H -1.122 -3.766 0.472 0.29
O -0.203 -3.508 0.614 -0.59
H -1.708 1.073 -4.280 0.29
H -1.395 1.171 -2.738 0.34
O -1.952 1.509 -3.461 -0.65
H 4.545 -2.445 -1.532 0.32
H 3.629 -3.391 -0.980 0.31
O 3.579 -2.583 -1.512 -0.62
H 0.368 -1.286 -4.563 0.28
H 1.900 -1.607 -4.203 0.29
O 1.081 -1.177 -3.931 -0.58
H -4.415 -1.763 2.181 0.30
H -3.451 -1.926 3.482 0.31
O -3.730 -1.392 2.737 -0.60
```

Properties
Multiplicity: 1
Kohn-Sham gap in eV: 9.70
Net charge: +1
Relative energy (zero: lowest compared OMol25 entry of this formula, charge and spin) in eV: 3.405
Strongest force on any atom in eV Å⁻¹: 4.8

=====

(2)
ORCA calculation (the ωB97M-V functional and the def2-TZVPD basis) on a 13-piece molecular cluster, C4H31NO14S overall in a non-equilibrium geometry.

Structure (XYZ):
```
51
Properties=species:S:1:pos:R:3:mulliken_charge:R:1
C 0.465 0.568 0.264 0.94
N 0.342 -0.892 0.144 1.13
C 1.021 -1.739 1.038 0.19
O 2.034 -1.255 1.630 -0.94
O 0.594 -2.910 1.158 -0.89
C -0.602 1.282 -0.565 -0.34
C -0.218 1.516 -2.015 -0.68
S -1.577 2.300 -2.968 -0.62
H 1.466 0.865 -0.045 -1.03
H 0.391 0.854 1.314 -0.04
H -0.560 -1.206 -0.187 0.19
H -1.544 0.735 -0.519 0.19
H -0.815 2.252 -0.115 0.21
H 0.022 0.576 -2.503 0.11
H 0.674 2.147 -2.074 0.08
H -0.989 2.339 2.788 0.39
H -2.351 2.444 2.074 0.33
O -1.930 1.991 2.823 -0.77
H 2.151 3.343 -0.088 0.40
H 0.769 4.053 -0.207 0.31
O 1.518 3.945 0.381 -0.76
H 0.920 3.369 1.916 0.49
H 1.222 2.301 2.985 0.38
O 0.591 3.038 2.788 -0.82
H -2.099 -3.451 -2.889 0.37
H -0.668 -3.587 -2.409 0.51
O -1.491 -4.120 -2.524 -0.78
H -2.469 -1.151 -1.746 0.41
H -2.150 -0.170 -2.934 0.14
O -2.033 -1.110 -2.629 -0.68
H 0.558 -1.863 -1.478 0.41
H -0.413 -1.664 -2.610 0.38
O 0.450 -2.108 -2.404 -1.00
H 2.570 2.090 -1.995 0.34
H 3.304 1.400 -0.834 0.38
O 3.109 2.297 -1.213 -0.80
H 3.080 -0.772 -1.146 0.34
H 3.140 -0.580 0.368 0.42
O 3.608 -0.319 -0.476 -0.85
H 2.051 0.366 4.128 0.29
H 2.194 0.194 2.570 0.49
O 2.276 0.841 3.322 -0.77
H -2.937 -1.190 0.719 0.36
H -2.698 -2.514 -0.084 0.42
O -3.048 -1.594 -0.176 -0.75
H -2.219 0.330 2.553 0.50
H -1.482 -1.019 2.325 0.27
O -2.363 -0.633 2.386 -0.83
H -0.818 -3.638 0.350 0.45
H -1.412 -3.995 -1.074 0.43
O -1.636 -3.956 -0.118 -0.91
```

Properties
Multiplicity: 1
Kohn-Sham gap in eV: 6.33
Net charge: -2
Relative energy (zero: lowest compared OMol25 entry of this formula, charge and spin) in eV: 0.000
Strongest force on any atom in eV Å⁻¹: 1.8

=====

(3)
ORCA calculation (the ωB97M-V functional and the def2-TZVPD basis) on a 12-piece molecular cluster, C4H31O12 overall in a non-equilibrium geometry.

Structure (XYZ):
```
47
Properties=species:S:1:pos:R:3:mulliken_charge:R:1
C -2.501 0.846 -0.150 0.13
O -3.402 1.937 -0.401 -0.63
C -3.145 -0.309 0.622 -0.46
C -2.977 -1.639 -0.227 -0.20
C -2.938 -1.553 -1.745 -1.08
H -2.035 0.653 -1.099 0.10
H -1.740 1.233 0.550 0.12
H -4.200 -0.019 0.761 0.38
H -2.703 -0.487 1.607 -0.14
H -3.849 -2.216 0.101 0.39
H -2.030 -2.068 0.087 0.08
H -3.285 -2.547 -2.091 0.40
H -1.996 -1.452 -2.301 0.16
H -3.652 -0.742 -1.961 0.33
H 1.949 -1.646 1.562 0.30
H 0.747 -2.087 0.659 0.37
O 1.652 -2.278 0.906 -0.75
H -1.345 -0.775 2.948 0.40
H -0.407 -0.680 4.249 0.32
O -1.293 -0.628 3.889 -0.68
H 0.004 0.974 -0.751 0.25
H 1.294 1.456 -1.015 0.36
O 0.448 1.395 -1.512 -0.78
H 2.804 3.139 -0.236 0.22
H 3.033 1.484 0.203 0.42
O 3.097 2.264 -0.536 -0.76
H 0.451 -1.439 -3.635 0.30
H -0.422 -2.705 -3.764 0.28
O 0.279 -2.295 -3.250 -0.60
H 1.065 3.344 2.231 0.30
H 0.253 3.064 0.982 0.32
O 0.168 3.289 1.914 -0.66
H 2.690 -2.623 -0.765 0.39
H 3.621 -1.492 -1.117 0.31
O 3.357 -2.355 -1.433 -0.67
H -3.242 2.615 0.262 0.37
H 1.440 0.099 1.038 0.17
O 0.429 0.252 1.022 -0.03
H 3.532 -0.339 0.775 0.17
H 3.293 -0.013 2.871 0.33
O 2.964 0.404 1.056 -1.10
H 2.356 0.456 3.941 0.28
H 0.305 0.545 1.943 0.14
O 2.574 -0.343 3.466 -0.61
H 0.848 1.959 -3.122 0.46
H 1.174 1.309 -4.568 0.26
O 1.337 2.015 -3.964 -0.65
```

Properties
Multiplicity: 1
Kohn-Sham gap in eV: 9.10
Net charge: -1
Relative energy (zero: lowest compared OMol25 entry of this formula, charge and spin) in eV: 0.604
Strongest force on any atom in eV Å⁻¹: 2.8

=====

(4)
ORCA calculation (the ωB97M-V functional and the def2-TZVPD basis) on a 17-piece molecular cluster, C4H32BO24 overall in a non-equilibrium geometry.

Structure (XYZ):
```
61
Properties=species:S:1:pos:R:3:mulliken_charge:R:1
O 46.170 -3.337 32.083 -0.62
C 46.565 -2.297 31.635 0.64
O 45.935 -1.149 31.635 -0.38
B 46.774 -0.105 30.997 1.77
O 48.044 -0.798 30.674 -0.24
C 47.926 -2.093 30.890 0.12
O 48.732 -2.948 30.697 -0.59
O 47.001 1.055 31.872 -0.32
C 46.480 2.133 31.331 0.59
O 46.608 3.255 31.708 -0.79
C 45.789 1.699 30.031 0.68
O 46.072 0.451 29.809 -0.67
O 45.291 2.452 29.244 -0.89
O 44.319 -4.513 29.704 -0.62
H 43.577 -4.282 30.273 0.30
H 44.851 -5.116 30.234 0.31
O 42.924 2.070 31.334 -0.65
H 42.920 2.769 30.648 0.35
H 42.733 1.250 30.861 0.33
O 46.598 4.926 27.653 -0.66
H 47.415 4.988 28.160 0.31
H 46.184 4.109 27.963 0.36
O 49.806 -4.032 27.960 -0.67
H 50.151 -4.763 28.481 0.31
H 49.679 -3.321 28.603 0.33
O 48.813 -0.272 33.748 -0.67
H 48.766 -1.205 33.983 0.30
H 47.940 0.095 33.979 0.24
O 50.773 -0.581 28.326 -0.65
H 50.846 0.363 28.501 0.31
H 49.833 -0.768 28.442 0.30
O 43.225 4.214 29.326 -0.72
H 43.480 5.050 29.731 0.30
H 44.061 3.713 29.229 0.50
O 46.218 0.909 34.746 -0.61
H 45.463 0.946 34.148 0.26
H 46.042 1.591 35.405 0.27
O 42.832 -0.995 30.476 -0.61
H 42.000 -1.475 30.542 0.24
H 43.424 -1.441 31.097 0.33
O 47.865 0.409 27.619 -0.54
H 47.311 -0.377 27.532 0.29
H 48.165 0.597 26.722 0.25
O 49.681 3.655 33.160 -0.64
H 49.876 3.017 32.437 0.41
H 49.200 4.375 32.740 0.29
O 49.917 1.242 31.724 -0.79
H 49.585 0.695 32.471 0.44
H 49.238 1.164 31.054 0.26
O 47.740 -5.398 33.388 -0.62
H 47.275 -5.017 32.627 0.34
H 47.081 -5.943 33.828 0.28
O 51.255 -2.602 32.638 -0.63
H 50.347 -2.886 32.788 0.29
H 51.512 -3.058 31.830 0.30
O 45.959 4.802 33.907 -0.68
H 46.398 4.114 33.368 0.50
H 45.391 5.261 33.282 0.28
O 43.629 -2.279 33.752 -0.71
H 44.399 -2.465 33.196 0.29
H 43.726 -1.355 34.005 0.33
```

Properties
Multiplicity: 1
Kohn-Sham gap in eV: 10.11
Net charge: -1
Relative energy (zero: lowest compared OMol25 entry of this formula, charge and spin) in eV: 0.929
Strongest force on any atom in eV Å⁻¹: 1.4

=====

(5)
ORCA calculation (the ωB97M-V functional and the def2-TZVPD basis) on a 11-piece molecular cluster, C4H32N2O11 overall in a non-equilibrium geometry.

Structure (XYZ):
```
49
Properties=species:S:1:pos:R:3:mulliken_charge:R:1
C -2.176 -0.652 2.517 -1.32
C -2.378 -1.685 1.389 0.86
C -3.841 -1.942 1.184 -1.70
O -1.907 -1.075 0.187 -0.62
N -0.766 -0.814 2.863 0.12
C -0.038 0.409 3.284 -0.93
N 0.429 1.108 2.053 -0.53
H -2.507 0.352 2.228 0.41
H -2.954 -0.878 3.300 0.35
H -1.653 -2.608 1.428 0.31
H -4.433 -0.987 1.203 0.32
H -4.236 -2.333 2.082 0.47
H -4.078 -2.599 0.345 0.36
H -1.599 -0.115 0.340 0.19
H -0.598 -1.720 3.381 0.35
H -0.464 1.064 4.009 0.27
H 0.712 -0.031 3.970 0.39
H -0.441 1.334 1.661 0.17
H 0.931 0.561 1.315 0.50
H 1.751 4.149 -2.270 0.29
H 2.783 3.171 -2.722 0.31
O 2.311 3.974 -2.977 -0.60
H -1.327 1.678 -1.026 0.30
H -0.632 2.557 0.072 0.27
O -0.655 1.650 -0.285 -0.57
H 0.283 -2.400 -0.763 0.45
H -0.928 -3.370 -0.859 0.32
O 0.040 -3.256 -1.162 -0.69
H 2.739 0.471 -4.611 0.30
H 2.531 -0.031 -3.221 0.28
O 2.806 -0.330 -4.081 -0.57
H -0.721 1.133 -4.832 0.31
H 0.795 1.507 -4.649 0.27
O -0.087 1.822 -4.839 -0.59
H 3.547 -2.424 -1.487 0.34
H 3.649 -1.048 -1.640 0.23
O 4.229 -1.800 -1.662 -0.59
H 3.711 0.908 0.821 0.30
H 2.440 1.686 1.058 0.34
O 3.210 1.653 0.483 -0.63
H 1.185 -0.503 -0.945 0.40
H -0.001 -0.711 -0.036 0.33
O 0.947 -0.963 -0.203 -0.74
H 1.319 -2.936 2.815 0.34
H 1.998 -1.891 3.443 0.32
O 1.327 -2.595 3.734 -0.67
H -2.644 3.586 -3.026 0.31
H -1.985 3.748 -1.708 0.30
O -2.624 3.177 -2.158 -0.63
```

Properties
Multiplicity: 1
Kohn-Sham gap in eV: 8.69
SMILES: C[C@@H](O)CNCN.O.O.O.O.O.O.O.O.O.O
Relative energy (zero: lowest compared OMol25 entry of this formula, charge and spin) in eV: 4.778
Strongest force on any atom in eV Å⁻¹: 3.9

=====

(6)
ORCA calculation (the ωB97M-V functional and the def2-TZVPD basis) on a 12-piece molecular cluster, C4H32N2O13 overall in a non-equilibrium geometry.

Structure (XYZ):
```
51
Properties=species:S:1:pos:R:3:mulliken_charge:R:1
N 0.573 -0.088 0.372 -0.04
C 1.099 0.587 -0.806 0.56
C 1.692 2.006 -0.700 -0.58
C 3.093 1.964 -0.125 -0.74
O 3.065 1.749 1.281 -0.54
C -0.096 0.673 -1.763 -0.05
N 0.018 -0.079 -2.923 -0.39
O -1.006 1.479 -1.697 -0.53
H 2.184 1.959 1.613 0.33
H -0.013 -0.871 0.086 0.25
H 0.192 0.529 1.072 0.01
H 1.877 -0.046 -1.242 0.13
H 0.978 2.634 -0.141 0.16
H 1.721 2.512 -1.654 0.43
H 3.794 1.250 -0.549 0.36
H 3.592 2.913 -0.430 0.28
H 0.564 -0.921 -2.925 0.19
H -0.766 -0.034 -3.551 0.30
H 0.452 -3.296 -0.374 0.22
H 1.542 -2.938 -1.450 0.25
O 0.665 -2.721 -1.119 -0.51
H -1.722 1.168 1.830 0.25
H -3.191 1.571 2.407 0.25
O -2.647 1.354 1.652 -0.54
H -0.629 -2.836 1.562 0.27
H -1.963 -2.800 0.690 0.44
O -1.474 -2.368 1.428 -0.64
H 0.073 3.661 3.035 0.29
H -0.203 3.267 1.576 0.35
O 0.499 3.272 2.261 -0.61
H -2.025 4.031 -0.391 0.42
H -1.116 2.905 -0.061 0.21
O -1.103 3.866 -0.147 -0.65
H -3.031 -0.150 0.224 0.36
H -4.457 -0.058 -0.221 0.35
O -3.567 -0.178 -0.593 -0.76
H 1.707 -1.468 0.964 0.39
H 3.276 -0.865 1.301 0.24
O 2.678 -1.593 1.121 -0.68
H 3.400 -3.515 -1.311 0.27
H 2.997 -2.938 0.134 0.49
O 3.116 -3.749 -0.421 -0.73
H -2.738 2.581 -1.880 0.44
H -3.493 2.052 -0.682 0.32
O -3.485 2.813 -1.283 -0.74
H -3.370 -1.925 -0.562 0.46
H -2.925 -2.989 -1.643 0.28
O -3.104 -2.858 -0.717 -0.76
H 0.752 -4.490 2.472 0.26
H 1.712 -3.387 2.280 0.27
O 0.814 -3.633 2.001 -0.59
```

Properties
Multiplicity: 1
Kohn-Sham gap in eV: 9.52
SMILES: NC(=O)[C@H](N)CCO.O.O.O.O.O.O.O.O.O.O.O
Relative energy (zero: lowest compared OMol25 entry of this formula, charge and spin) in eV: 2.675
Strongest force on any atom in eV Å⁻¹: 2.9